{"formula": "C4H8N2O", "method": "wB97M-V/def2-TZVPD", "species": ["O", "H", "C", "H", "H", "H", "N", "H", "H", "C", "C", "N", "H", "C", "H"], "coordinates": [[1.428, -0.811, 0.635], [0.639, 1.301, -1.808], [1.822, 0.142, -0.333], [2.556, 0.846, 0.091], [2.219, -1.237, 0.983], [-0.735, -1.593, 1.009], [-2.534, 2.394, -0.866], [-2.261, -2.154, 1.250], [-1.772, -1.660, -0.224], [-1.606, 1.815, -0.483], [-0.444, 1.119, -0.015], [-1.711, -1.454, 0.767], [2.292, -0.346, -1.200], [0.618, 0.915, -0.793], [-0.509, 0.724, 0.988]], "forces_ev_per_angstrom": [[0.120, -0.146, 0.209], [-0.003, 0.011, 0.132], [0.048, 0.247, -0.278], [-0.068, -0.105, -0.104], [-0.095, 0.043, 0.003], [-0.037, -0.032, 0.059], [0.873, -0.581, 0.385], [0.020, -0.022, 0.002], [-0.109, 0.027, -0.038], [-0.777, 0.652, -0.452], [0.126, -0.018, -0.207], [0.039, -0.133, 0.014], [-0.094, 0.066, 0.132], [-0.084, -0.002, 0.145], [0.044, -0.008, -0.004]], "mulliken_charge": [-0.482, 0.357, -0.458, 0.295, 0.274, 0.185, -0.429, 0.227, 0.213, 0.145, -0.312, -0.628, 0.338, -0.151, 0.426], "gap_ha": 0.375, "total_charge": 0, "homo_energy_ev": -9.82, "spin_multiplicity": 1, "relative_energy_kcal_mol": 49.49}